Molecular formula: C25H27LaO
Method: DFT, the ωB97M-V functional and the def2-TZVPD basis

Calculated values
Frontier orbital gap (spin up / spin down) = 0.081 / 0.081 Eh
ΔE to the lowest compared entry with this formula, charge and spin = 236.7 kJ/mol
Net charge = -2

```
54
Properties=species:S:1:pos:R:3:forces:R:3:lowdin_charge:R:1
La 0.047491 0.016238 0.151445 3.00 3.79 0.96 1.678
C -1.925370 -0.699060 1.385896 -2.42 0.82 -0.07 -0.267
C -1.746019 0.706979 1.635387 -2.70 0.04 0.17 -0.269
C -2.005716 1.415197 0.415288 -1.77 -0.64 0.52 -0.226
H -1.377634 1.143762 2.555603 -0.21 -0.11 -0.17 0.088
C -2.348948 0.450284 -0.594919 -1.15 -0.02 1.11 -0.203
C -2.304005 -0.854807 0.002127 -1.34 1.03 0.90 -0.240
H -2.492228 -1.794015 -0.505926 0.07 0.18 0.10 0.092
H -1.741834 -1.494663 2.097250 -0.12 0.15 -0.16 0.078
H -1.839120 2.478574 0.252430 -0.06 -0.37 -0.01 0.100
H -2.528819 0.663170 -1.647584 0.18 -0.05 0.34 0.097
C 1.506841 -1.860175 0.645835 0.97 -2.34 -0.95 -0.282
C 0.317305 -2.447336 0.086354 1.71 -1.11 -0.57 -0.265
C 0.236802 -2.052465 -1.294811 1.53 -0.80 0.15 -0.216
H -0.414923 -3.034799 0.629094 0.10 0.10 -0.08 0.090
C 1.390789 -1.258521 -1.592556 0.87 -1.40 0.29 -0.196
C 2.172257 -1.126916 -0.386807 0.15 -1.96 -1.04 -0.239
H 3.045196 -0.491406 -0.256124 -0.21 -0.16 -0.04 0.100
H 1.793062 -1.882644 1.690066 0.07 -0.10 -0.32 0.073
H -0.567208 -2.280811 -1.989830 0.21 0.07 0.18 0.100
H 1.584022 -0.752681 -2.538808 -0.21 -0.03 0.27 0.087
O 0.276978 1.445488 -1.375568 -1.35 0.81 -0.50 -0.466
C 0.828975 1.348032 -4.199111 0.16 -0.83 1.10 -0.473
C 1.110006 2.429125 -3.243761 0.74 0.02 -0.54 -0.275
C -0.544686 1.119721 -4.651938 -0.10 -0.22 0.33 -0.192
C 1.951476 0.676218 -4.876235 -0.22 -0.11 0.36 -0.211
C 1.428306 1.965825 -1.820112 -0.31 0.71 -0.99 -0.416
H 0.262509 3.126339 -3.166736 0.02 0.04 0.12 0.091
H 1.987607 3.008712 -3.545667 0.64 0.70 -0.53 0.057
H 2.270155 1.258618 -1.814045 0.34 -0.08 -0.16 0.088
H 1.671128 2.794602 -1.155050 0.74 0.80 0.04 0.083
H -0.838149 1.796968 -5.479228 -0.51 0.39 -0.69 0.010
H -1.276007 1.293204 -3.841140 0.16 -0.06 -0.26 0.050
H -0.706564 0.094585 -5.031680 -0.01 0.13 0.05 0.050
H 2.291886 1.223390 -5.776542 0.51 0.28 -0.82 0.006
H 1.691115 -0.339796 -5.225595 0.07 0.14 0.07 0.050
H 2.841609 0.581332 -4.229761 -0.14 -0.01 -0.18 0.052
C 0.930526 -1.650210 6.140370 0.15 0.33 0.04 -0.125
C 0.411812 -2.214165 4.961974 -0.01 0.10 -0.18 -0.109
C 0.440515 -1.507547 3.783100 -0.08 -0.14 -0.30 -0.056
C 0.986000 -0.195599 3.679910 0.92 0.60 2.78 -0.192
C 1.040741 0.587206 2.527071 -0.65 -0.93 -1.99 -0.206
C 1.559767 1.839072 2.521205 0.79 0.80 1.75 -0.139
C 2.095010 2.394716 3.738879 -0.28 0.02 -0.93 -0.101
C 2.068165 1.668170 4.892597 0.15 0.24 0.21 -0.097
C 1.523011 0.367971 4.923389 -0.58 -0.77 -0.95 -0.178
C 1.473995 -0.385317 6.112614 -0.08 -0.36 0.33 -0.075
H 0.898282 -2.218601 7.063509 0.03 0.05 0.03 0.082
H -0.012994 -3.215038 4.984284 0.04 0.12 -0.03 0.090
H 0.038644 -1.989306 2.890271 0.16 0.27 0.22 0.077
H 1.586345 2.464575 1.625164 0.00 -0.10 0.01 0.080
H 2.510811 3.399760 3.729052 0.03 -0.02 0.09 0.083
H 2.461964 2.081062 5.817153 0.02 0.03 0.01 0.089
H 1.873453 0.052706 7.026700 -0.02 -0.03 -0.06 0.094
```
Forces are in eV/Å.